Entry 1:
A molecular structure, C48H43ClN4O2S2Zn in a non-equilibrium geometry. Source: the OMol25 dataset; level of theory: ωB97M-V with the def2-TZVPD basis set.

total charge	0
HOMO energy (alpha / beta)	-6.304 / -6.843	eV
frontier orbital gap (alpha / beta)	5.29 / 5.84	eV
energy relative to the best compared isomer or geometry (same formula, charge and spin)	20.720	eV

Structure (XYZ):
```
101
Properties=species:S:1:pos:R:3:lowdin_charge:R:1
C -3.67365 -3.76873 -2.71154 -0.526
H -2.14734 5.56526 1.85035 0.115
H -1.49172 -0.10630 4.40002 0.103
H 2.27664 2.24655 0.56378 0.064
H 1.09887 -0.13991 4.62066 0.094
C 2.07093 -2.89338 1.35883 -0.029
C -2.57428 2.39715 -2.13903 -0.312
C 3.86916 -1.21634 -3.76958 0.046
H -1.71164 -3.91452 -4.09679 0.111
C 2.14350 -2.90206 -4.44417 -0.028
H 1.79978 -3.28588 0.37613 0.092
C -1.91205 3.69351 -1.92202 -0.072
H 2.10760 -1.21191 3.62466 0.089
H -0.94850 3.79482 -1.44707 0.100
C -3.89683 4.02171 -3.02397 -0.081
H 8.09008 2.93816 -2.88568 0.063
C 5.30271 -1.03511 0.74060 -0.065
C -3.19153 -1.43936 -2.29364 -0.168
C 0.42287 -1.79726 -2.51706 -0.199
H 3.43474 1.31805 -1.58220 0.086
S 5.77539 2.18475 -2.70453 1.038
H -0.64611 1.42962 4.57554 0.102
C -2.05137 1.22272 -1.79167 -0.238
H -4.57033 1.94429 -3.09309 0.109
N -0.43022 -0.99185 -1.86897 -0.299
C -3.66954 -5.13527 -2.77544 -0.155
C 2.62567 -1.82544 -3.61762 -0.143
C -1.78516 -2.43527 0.35015 -0.647
C 2.66463 -0.40140 1.28770 -0.182
H -2.47902 5.70746 -2.49306 0.095
H -2.68644 -4.12732 -0.55119 0.105
C -3.93717 0.55725 1.07085 -0.012
H 6.33059 -1.28725 0.51408 0.108
C 4.19619 -0.09110 -3.02771 -0.204
Zn -0.08494 0.21424 -0.07260 0.785
C 1.74730 -1.27079 -2.66268 -0.137
H 4.57076 -1.60062 -4.50139 0.125
C 7.45579 2.07654 -3.01406 -0.418
N 2.05447 -0.13510 -1.95245 0.133
H -5.33851 2.85766 0.98785 0.115
C -2.07752 2.21180 1.50042 -0.194
H -1.95966 -0.58647 -0.58896 0.021
H -5.10614 -6.73905 -3.28956 0.095
H 0.48299 2.92860 1.98985 0.039
Cl -1.84894 -0.37683 -1.98512 0.839
H 3.97173 2.70515 0.75166 0.082
C -5.84040 -4.71449 -3.43218 -0.427
H 8.82114 0.54858 -3.67289 0.102
C 3.18150 2.06845 1.14871 -0.040
C -2.69037 4.64877 -2.45844 -0.082
H -2.25406 1.39397 3.82788 0.094
H -4.53133 5.16343 1.35633 0.106
H -1.70069 -0.06219 -3.38014 0.119
C 4.91753 0.29270 0.83442 -0.053
N 1.30378 0.02825 1.45923 0.094
C 3.22076 0.42379 -2.15706 -0.107
C 3.59713 0.62630 1.09524 -0.228
C -0.68951 0.63929 2.58617 -0.227
H 4.66265 -3.07246 0.85123 0.116
C 3.02926 -1.74662 1.20433 -0.201
H 0.41870 -1.63178 3.97734 0.113
C -0.14762 3.81162 1.99517 -0.025
H -3.75830 -0.06488 1.94913 0.083
H -3.45687 0.03023 0.24196 0.043
C -1.59850 3.50186 1.73633 -0.211
C 7.80833 0.82954 -3.42401 -0.186
H -1.01636 -3.87173 -1.04501 0.112
C -3.84013 4.33233 1.40892 -0.069
H 0.23666 4.49223 1.23203 0.089
C -3.42546 1.95528 1.24062 -0.208
H 1.12873 -2.62076 1.82148 0.047
C -0.07356 -2.78361 -3.40936 -0.169
C 0.63707 -0.11029 2.53392 -0.233
H 5.64114 1.08284 0.67456 0.111
H 0.52354 -4.14427 -4.99437 0.115
H -4.68956 4.56305 -3.51986 0.095
C -3.84304 2.69326 -2.82078 -0.049
C -1.41540 -3.16597 -3.37414 0.040
H 6.77716 -1.10085 -3.75530 0.110
H -6.86193 -4.84299 -3.75133 0.057
H 2.54401 -3.69439 1.92839 0.089
C 1.10768 -0.81146 3.76159 0.015
C -2.48912 -2.83333 -2.33541 -0.449
O -0.61277 -1.87996 0.49975 -0.166
H 2.82212 -3.33895 -5.16671 0.110
O -2.73377 -2.26178 1.10453 0.022
S -5.20945 -3.15010 -3.15655 1.038
C -4.91190 -5.68051 -3.18702 -0.196
C -1.31345 0.85979 3.92465 0.022
H -5.00623 0.56272 0.86420 0.092
C 0.86423 -3.34544 -4.34640 -0.020
H 2.96962 2.39597 2.16969 0.086
C -4.29155 3.03883 1.19618 -0.031
H -2.79996 -5.73024 -2.52851 0.116
C 6.70105 -0.05847 -3.48037 -0.126
H -0.02086 4.30849 2.95941 0.089
C -2.50694 4.55622 1.68523 -0.052
C 5.52089 0.52793 -3.11739 -0.488
N -1.12026 1.13613 1.49850 0.107
C -1.97550 -3.37718 -0.87505 -0.004
C 4.36612 -2.03284 0.92557 -0.037
```

=====

Entry 2:
A molecular structure, C48H43N6O11PS4Zr in a non-equilibrium geometry. Source: the OMol25 dataset; level of theory: ωB97M-V with the def2-TZVPD basis set.

total charge	0
HOMO energy	-6.433	eV
frontier orbital gap	5.94	eV
energy relative to the best compared isomer or geometry (same formula, charge and spin)	8.749	eV

Structure (XYZ):
```
114
Properties=species:S:1:pos:R:3:lowdin_charge:R:1
O -2.46917 4.48194 4.60532 -0.298
C -3.57417 -0.78546 -1.95908 -0.321
C 0.54263 -2.59816 1.52472 -0.247
H 4.97433 -3.75716 1.38612 0.092
H 3.34343 7.38564 5.87152 0.082
H 3.25213 -0.25616 -5.79188 0.133
P -1.75667 -1.09046 -2.08728 1.138
O -2.04947 -0.70176 0.46932 -0.453
C 2.76573 -1.14036 -5.35008 -0.210
H -7.24157 0.42924 -1.75318 0.109
C -2.09267 0.26514 -4.41798 -0.121
C 2.38143 -1.50716 -2.89398 0.053
C 2.51883 -3.91946 0.79332 -0.220
C 3.54943 -5.00766 0.97952 -0.223
N 1.31623 1.81724 1.29212 -0.216
C -6.21777 0.09224 -1.80278 -0.055
C -1.56297 -1.76706 -6.20168 -0.083
C -2.18397 -4.78766 -0.38978 -0.071
H 1.30803 -4.43506 2.45592 0.119
H -4.25017 -2.00906 -3.58318 0.118
N 0.86803 -0.14156 -1.62328 -0.086
C 0.66163 0.59144 -2.72548 -0.194
H 3.98863 7.79634 4.29292 0.087
C -1.03257 -5.43556 -0.80878 -0.078
H 3.73563 4.97034 5.32442 0.120
H -2.86117 -5.27926 0.29302 0.108
C 2.86733 3.63374 0.63472 -0.006
C 1.43883 6.39374 3.30372 -0.008
H 1.02993 0.92394 -4.80878 0.126
H -0.01237 1.43484 -2.59978 0.118
H 1.95643 -1.45106 -6.03158 0.130
C 0.74733 -1.57796 2.72752 -0.277
O -3.47587 -2.64786 5.12302 0.027
C 1.37433 4.01714 3.13182 -0.306
H 3.04983 -2.35316 -2.93918 0.120
H -3.45817 0.45194 4.47712 0.041
H -3.33537 -2.98286 -0.46708 0.106
C 2.94303 5.05894 4.59852 -0.012
C 2.13663 -0.76736 -4.03488 -0.170
C -4.53557 -1.28876 -2.83228 -0.051
C 2.39393 3.91014 4.06072 -0.045
H -2.10377 0.19434 2.83392 0.078
H -2.36747 1.51274 -6.13548 0.105
C 2.10733 2.46384 0.40222 -0.375
C -1.37847 -0.56076 3.12112 -0.116
H -1.88187 -0.30466 -7.73458 0.101
O -0.52257 3.15024 4.10292 -0.420
C 3.73953 3.47594 -1.58838 -0.073
H 1.76643 -1.15166 2.61332 0.148
C -1.79527 -1.00986 -3.93188 -0.354
H -1.30707 -3.01986 -4.48908 0.095
C -1.60037 -2.86866 -1.71558 -0.333
C 3.00493 2.31504 -1.71578 -0.134
C 0.89133 5.25214 2.73892 -0.067
O -1.60417 1.35644 -0.54788 -0.444
H -0.81107 -2.81826 5.55432 0.116
C -0.17267 -4.81196 -1.69848 -0.072
H -4.75857 -0.54276 5.02832 0.108
C 1.47933 -3.75986 1.62852 0.015
C -0.45507 -3.53646 -2.14908 -0.119
H 2.72843 2.92844 4.34722 0.123
C -3.04717 -1.58346 4.69332 -0.521
H -1.36347 -2.56536 -6.90268 0.103
H 4.36363 3.84124 -2.38808 0.097
H -0.51097 -2.93506 1.60072 0.151
C 0.57103 -2.25636 4.05052 -0.047
O -0.80757 2.48004 1.81782 -0.760
H -6.59087 -1.25566 -3.42098 0.110
C 1.74163 -2.03646 -0.51088 -0.266
H -2.30907 1.05514 -3.70828 0.111
H 4.09623 -2.39956 -6.01328 0.097
S 0.62093 2.42124 2.66562 0.820
C -1.69237 -1.45196 4.12432 -0.119
C -0.62837 -2.27146 4.64062 -0.026
H 3.43703 -5.78636 0.21922 0.124
H 0.73273 -5.30426 -2.02498 0.109
H 4.22713 5.04214 -0.19188 0.109
N 0.68973 -1.79056 0.30892 -0.096
C -5.84847 -0.85666 -2.74478 -0.051
C -1.85977 -0.49986 -6.67208 -0.090
O 0.97703 1.39184 3.58422 -0.253
C -2.12657 0.52274 -5.77318 -0.080
C 1.24803 0.31594 -3.94168 -0.019
C -2.46487 -3.50736 -0.83288 -0.083
H 3.42683 -5.47146 1.96962 0.121
N -3.81767 -0.46806 4.67972 0.178
N -0.21607 -0.51426 2.46092 -0.185
H 0.09513 5.32684 2.01662 0.074
O -2.73487 2.10884 4.11532 -0.306
H 3.50813 -3.17436 -0.98368 0.110
C -3.96817 0.15234 -1.01618 -0.256
H 1.04133 7.35674 3.02172 0.119
H 1.42543 -2.77746 4.45392 0.103
H -0.79577 -6.41846 -0.42968 0.104
Zr -0.07207 0.14444 0.50552 1.826
C -1.52747 -2.02346 -4.83948 -0.080
O -3.26587 1.28644 1.24732 -0.302
S -2.68757 0.60184 0.13662 0.493
H 2.85623 4.11894 1.59142 0.077
H 2.39743 8.39324 4.76152 0.079
C 2.46553 6.31544 4.23872 -0.259
S -1.99077 3.31424 3.93042 0.329
H -5.53107 1.32854 -0.16988 0.119
C -5.27207 0.59974 -0.92208 -0.033
C 2.66863 -3.03346 -0.32468 0.020
O 4.86773 -4.52786 0.81922 -0.061
S -1.95767 3.73364 1.88232 0.932
C 1.71443 -1.18856 -1.70708 -0.206
C 3.66123 4.13844 -0.36858 -0.063
O 3.69233 -2.18256 -5.16778 -0.049
H 3.05303 1.72964 -2.62368 0.099
H 0.23503 -3.04346 -2.81908 0.092
C 3.07443 7.54684 4.83082 -0.044
N 2.20613 1.82754 -0.77788 0.090
```